Entry 1:
{
  "formula": "C20H25FN2O",
  "method": "ωB97M-V with the def2-TZVPD basis set",
  "smiles": "C[C@H](CCc1ccccc1)NC(=O)CN(C)Cc1ccc(F)cc1",
  "homo_energy_ev": -8.76,
  "total_charge": 0,
  "gap_ha": 0.349,
  "elements": ["C", "C", "C", "C", "C", "C", "C", "C", "C", "C", "N", "C", "O", "C", "N", "C", "C", "C", "C", "C", "C", "F", "C", "C", "H", "H", "H", "H", "H", "H", "H", "H", "H", "H", "H", "H", "H", "H", "H", "H", "H", "H", "H", "H", "H", "H", "H", "H", "H"],
  "coordinates": [[-0.595, -3.209, 1.003], [-0.472, -2.165, -0.100], [0.759, -1.267, 0.063], [2.088, -2.012, -0.099], [3.220, -1.025, -0.127], [3.640, -0.469, -1.329], [4.658, 0.467, -1.355], [5.264, 0.866, -0.177], [4.847, 0.325, 1.026], [3.832, -0.614, 1.049], [-1.679, -1.363, -0.121], [-2.185, -0.817, -1.240], [-1.705, -0.948, -2.347], [-3.517, -0.107, -1.002], [-3.616, 0.486, 0.323], [-4.967, 0.429, 0.848], [-3.110, 1.855, 0.340], [-1.619, 1.935, 0.141], [-0.769, 1.835, 1.236], [0.598, 1.992, 1.095], [1.110, 2.241, -0.165], [2.435, 2.440, -0.306], [0.294, 2.313, -1.278], [-1.072, 2.163, -1.116], [-0.597, -2.727, 1.979], [0.235, -3.907, 0.961], [-1.520, -3.769, 0.888], [-0.418, -2.654, -1.080], [0.729, -0.780, 1.041], [0.701, -0.488, -0.699], [2.066, -2.579, -1.032], [2.228, -2.710, 0.728], [3.163, -0.775, -2.249], [4.975, 0.891, -2.297], [6.056, 1.600, -0.196], [5.315, 0.636, 1.950], [3.510, -1.036, 1.992], [-2.092, -1.072, 0.754], [-4.282, -0.883, -1.105], [-3.681, 0.620, -1.810], [-5.685, 1.013, 0.254], [-4.971, 0.814, 1.868], [-5.297, -0.609, 0.873], [-3.612, 2.469, -0.429], [-3.351, 2.278, 1.319], [-1.185, 1.650, 2.216], [1.265, 1.936, 1.941], [0.726, 2.496, -2.249], [-1.714, 2.237, -1.980]]
}

Entry 2:
{
  "formula": "C15H16CoN4O6S2Se",
  "method": "ωB97M-V with the def2-TZVPD basis set",
  "multiplicity": 5,
  "homo_energy_ev": [-5.24, -5.05],
  "total_charge": -1,
  "gap_ha": [0.287, 0.208],
  "elements": ["Co", "N", "C", "C", "C", "O", "O", "H", "H", "H", "H", "H", "H", "O", "C", "C", "C", "C", "C", "C", "C", "O", "N", "N", "C", "S", "C", "C", "S", "H", "H", "H", "H", "H", "H", "H", "H", "H", "Se", "C", "N", "O", "C", "O", "H"],
  "coordinates": [[0.081, 1.464, -0.327], [-0.231, 2.398, 1.739], [0.579, 2.017, 2.892], [2.064, 2.107, 2.563], [2.483, 0.954, 1.628], [3.611, 0.477, 1.744], [1.619, 0.524, 0.808], [-0.166, 3.397, 1.559], [-1.211, 2.174, 1.881], [0.332, 0.983, 3.152], [0.358, 2.660, 3.762], [2.665, 2.050, 3.472], [2.280, 3.056, 2.066], [-1.283, -3.764, -1.077], [-2.446, -3.198, -0.717], [-3.570, -4.016, -0.594], [-4.803, -3.488, -0.272], [-4.944, -2.127, -0.052], [-3.835, -1.311, -0.132], [-2.581, -1.823, -0.457], [-1.427, -0.900, -0.509], [-1.475, 0.198, 0.114], [-0.368, -1.320, -1.174], [0.593, -0.414, -1.401], [1.817, -0.784, -1.440], [2.400, -2.342, -0.832], [4.050, -1.651, -0.482], [4.440, -0.874, -1.717], [3.040, 0.263, -2.092], [-0.623, -3.036, -1.196], [-3.445, -5.073, -0.768], [-5.656, -4.147, -0.206], [-5.913, -1.717, 0.189], [-3.918, -0.247, 0.036], [4.734, -2.473, -0.268], [3.955, -0.992, 0.395], [4.597, -1.524, -2.582], [5.322, -0.258, -1.551], [1.363, 5.616, 0.073], [1.336, 3.988, -0.512], [1.315, 2.873, -0.868], [-1.046, 1.759, -2.272], [-1.795, 2.576, -1.718], [-1.648, 2.969, -0.552], [-2.652, 2.977, -2.305]]
}

Entry 3:
{
  "formula": "C45H52BrCl3N4O2Sr",
  "method": "ωB97M-V with the def2-TZVPD basis set",
  "homo_energy_ev": -2.02,
  "total_charge": -2,
  "gap_ha": 0.208,
  "elements": ["Sr", "C", "C", "C", "C", "C", "C", "C", "C", "C", "C", "C", "C", "C", "C", "C", "C", "N", "C", "C", "C", "N", "C", "C", "C", "N", "C", "C", "C", "C", "C", "C", "C", "C", "C", "C", "C", "C", "N", "C", "C", "H", "H", "H", "H", "H", "H", "H", "H", "H", "H", "H", "H", "H", "H", "H", "H", "H", "H", "H", "H", "H", "H", "H", "H", "H", "H", "H", "H", "H", "H", "H", "H", "H", "H", "H", "H", "H", "H", "H", "H", "H", "H", "H", "H", "Cl", "C", "C", "C", "Cl", "C", "O", "C", "Cl", "C", "H", "H", "Br", "C", "C", "C", "O", "H", "H", "H", "H", "H", "H"],
  "coordinates": [[0.585, 0.568, 0.519], [-0.316, -5.754, 3.393], [0.536, -4.580, 3.856], [0.854, -3.599, 2.764], [1.873, -3.719, 1.847], [2.965, -4.721, 2.011], [4.176, -4.086, 2.719], [1.746, -2.551, 0.907], [2.614, -2.373, -0.197], [2.505, -1.528, -1.370], [3.404, -1.569, -2.588], [4.714, -2.330, -2.616], [4.826, -3.365, -3.666], [2.866, -0.699, -3.481], [1.639, -0.157, -2.864], [0.655, 0.609, -3.466], [-0.608, 0.930, -2.849], [-0.975, 0.774, -1.517], [-2.200, 1.294, -1.419], [-3.057, 1.127, -0.302], [-2.843, 0.458, 0.855], [-1.678, -0.135, 1.286], [-1.992, -0.952, 2.283], [-1.203, -2.012, 2.752], [0.054, -2.453, 2.301], [0.629, -1.870, 1.257], [-3.392, -0.821, 2.642], [-3.921, 0.031, 1.756], [-5.377, 0.338, 1.562], [-5.950, -0.881, 0.698], [-4.114, -1.543, 3.755], [-3.617, -1.221, 5.162], [-2.708, 1.823, -2.681], [-1.635, 1.622, -3.536], [-1.627, 2.119, -4.956], [-1.995, 1.089, -5.960], [-4.061, 2.362, -2.859], [-5.207, 1.360, -2.889], [1.538, -0.632, -1.563], [3.350, -0.160, -4.745], [4.553, 0.812, -4.767], [-0.185, -6.646, 4.021], [0.083, -6.159, 2.448], [-1.361, -5.423, 3.321], [1.502, -4.945, 4.157], [0.068, -3.987, 4.686], [3.318, -5.088, 1.087], [2.658, -5.622, 2.608], [4.396, -3.059, 2.352], [5.125, -4.600, 2.558], [4.006, -3.958, 3.803], [3.468, -3.091, -0.196], [4.905, -2.826, -1.606], [5.477, -1.617, -2.651], [4.266, -4.230, -3.312], [5.808, -3.894, -3.833], [4.416, -3.055, -4.616], [0.742, 0.904, -4.519], [-4.077, 1.484, -0.461], [-1.600, -2.590, 3.614], [-5.563, 1.286, 1.114], [-5.861, 0.486, 2.587], [-5.528, -0.759, -0.316], [-7.038, -0.981, 0.690], [-5.580, -1.772, 1.153], [-4.141, -2.605, 3.514], [-5.163, -1.219, 3.804], [-2.736, -1.774, 5.425], [-4.394, -1.310, 5.919], [-3.386, -0.180, 5.209], [-0.635, 2.618, -5.222], [-2.442, 2.772, -5.037], [-1.233, 0.280, -6.019], [-2.221, 1.461, -6.976], [-2.953, 0.563, -5.553], [-4.203, 3.024, -3.688], [-4.184, 3.041, -1.943], [-4.937, 0.346, -3.204], [-5.968, 1.755, -3.536], [-5.709, 1.314, -1.923], [2.478, 0.316, -5.315], [3.621, -0.983, -5.408], [4.277, 1.714, -4.240], [4.664, 1.006, -5.817], [5.388, 0.356, -4.268], [5.801, 6.349, 2.698], [4.939, 4.900, 2.321], [4.108, 4.342, 3.282], [3.279, 3.307, 2.880], [2.260, 2.535, 4.083], [3.311, 2.678, 1.585], [2.661, 1.658, 1.280], [4.229, 3.388, 0.687], [4.270, 2.706, -0.889], [5.029, 4.397, 1.032], [3.966, 4.759, 4.309], [5.738, 4.781, 0.322], [-2.452, 2.503, 5.830], [-1.957, 3.740, 2.118], [-1.090, 4.179, 0.989], [-1.123, 5.609, 0.397], [-0.357, 3.374, 0.447], [-1.540, 2.833, 2.551], [-2.956, 3.550, 1.716], [-2.025, 4.502, 2.906], [-0.595, 5.720, -0.557], [-0.518, 6.188, 1.112], [-2.152, 6.041, 0.453]]
}

Entry 4:
{
  "formula": "C33H45BN8O2RhS4",
  "method": "ωB97M-V with the def2-TZVPD basis set",
  "homo_energy_ev": -10.27,
  "total_charge": 1,
  "gap_ha": 0.240,
  "elements": ["Rh", "C", "C", "C", "C", "N", "C", "C", "N", "B", "N", "C", "C", "N", "C", "S", "C", "C", "C", "C", "N", "C", "C", "N", "C", "S", "C", "C", "C", "C", "C", "S", "H", "H", "H", "H", "H", "H", "H", "H", "H", "H", "H", "H", "H", "H", "H", "H", "H", "H", "H", "H", "H", "H", "H", "H", "H", "H", "H", "H", "H", "H", "H", "H", "H", "H", "C", "C", "C", "C", "C", "C", "C", "S", "O", "O", "N", "C", "C", "C", "C", "C", "N", "H", "H", "H", "H", "H", "H", "H", "H", "H", "H", "H"],
  "coordinates": [[-0.330, -0.491, 0.509], [3.772, 2.711, 0.962], [2.586, 3.536, 0.469], [1.574, 3.694, 1.593], [3.024, 4.929, 0.017], [2.043, 2.823, -0.751], [2.803, 2.799, -1.905], [2.113, 2.112, -2.833], [0.930, 1.706, -2.258], [-0.034, 0.811, -3.070], [-1.519, 1.083, -2.732], [-2.129, 2.202, -3.257], [-3.356, 2.302, -2.710], [-3.503, 1.243, -1.832], [-2.369, 0.522, -1.863], [-2.019, -0.921, -0.938], [-4.723, 1.004, -0.981], [-5.763, 2.065, -1.328], [-5.300, -0.370, -1.302], [-4.345, 1.154, 0.492], [0.360, -0.700, -3.003], [0.008, -1.524, -4.040], [0.493, -2.754, -3.775], [1.135, -2.693, -2.555], [1.029, -1.422, -2.100], [1.591, -0.781, -0.569], [1.940, -3.887, -2.088], [1.024, -5.116, -2.083], [2.529, -3.736, -0.693], [3.075, -4.056, -3.098], [0.918, 2.113, -0.976], [-0.345, 1.749, 0.169], [4.196, 3.190, 1.844], [4.559, 2.627, 0.212], [3.447, 1.708, 1.242], [2.071, 4.288, 2.362], [1.264, 2.754, 2.036], [0.686, 4.238, 1.273], [3.391, 5.473, 0.887], [2.180, 5.482, -0.398], [3.826, 4.914, -0.718], [3.753, 3.292, -1.973], [2.346, 1.893, -3.858], [0.109, 1.126, -4.222], [-1.633, 2.822, -3.981], [-4.127, 3.028, -2.872], [-6.073, 2.012, -2.373], [-5.417, 3.073, -1.101], [-6.642, 1.875, -0.715], [-5.560, -0.443, -2.359], [-6.209, -0.513, -0.717], [-4.613, -1.175, -1.050], [-3.873, 2.121, 0.668], [-3.676, 0.367, 0.830], [-5.254, 1.105, 1.092], [-0.540, -1.159, -4.889], [0.462, -3.651, -4.361], [0.475, -5.187, -1.145], [1.642, -6.009, -2.175], [0.305, -5.131, -2.899], [1.772, -3.522, 0.058], [3.303, -2.975, -0.640], [2.986, -4.699, -0.457], [2.707, -4.309, -4.093], [3.726, -4.863, -2.765], [3.666, -3.143, -3.169], [2.616, -1.583, 8.881], [1.917, -1.218, 7.603], [0.531, -1.189, 7.527], [-0.114, -0.828, 6.351], [0.641, -0.479, 5.242], [2.029, -0.508, 5.292], [2.654, -0.877, 6.467], [-0.190, -0.008, 3.765], [0.358, 1.262, 3.374], [-1.606, -0.127, 4.014], [0.259, -1.026, 2.590], [-0.369, -2.231, 2.414], [-0.861, -3.129, 3.367], [-1.481, -4.265, 2.905], [-1.623, -4.491, 1.526], [-1.130, -3.554, 0.657], [-0.494, -2.456, 1.094], [1.937, -2.068, 9.580], [3.012, -0.690, 9.367], [3.455, -2.254, 8.699], [-0.057, -1.449, 8.398], [-1.193, -0.797, 6.292], [2.612, -0.234, 4.423], [3.736, -0.896, 6.512], [-0.757, -2.919, 4.421], [-1.868, -4.989, 3.610], [-2.112, -5.375, 1.145], [-1.222, -3.663, -0.416]]
}

Entry 5:
{
  "formula": "F3H3SSi2",
  "method": "ωB97M-V with the def2-TZVPD basis set",
  "smiles": "F[Si](F)(F)[SiH2]S",
  "homo_energy_ev": -9.83,
  "total_charge": 0,
  "gap_ha": 0.348,
  "elements": ["F", "Si", "F", "F", "Si", "S", "H", "H", "H"],
  "coordinates": [[-1.698, 0.797, -1.972], [-0.433, 0.051, -1.396], [-0.344, -1.250, -2.275], [0.673, 0.965, -1.980], [-0.400, -0.287, 0.999], [1.493, -0.157, 2.166], [-1.181, 0.600, 1.876], [-0.292, -1.789, 0.794], [2.182, 1.070, 1.789]]
}

Entry 6:
{
  "formula": "C34H60O30",
  "method": "ωB97M-V with the def2-TZVPD basis set",
  "smiles": "C[C@H]1COC(=O)O1.C[C@H]1COC(=O)O1.C[C@H]1COC(=O)O1.C[C@H]1COC(=O)O1.COC(=O)OC.COC(=O)OC.COC(=O)OC.COC(=O)OC.COC(=O)OC.COC(=O)OC",
  "homo_energy_ev": -9.01,
  "total_charge": 0,
  "gap_ha": 0.339,
  "elements": ["C", "C", "C", "O", "C", "O", "O", "H", "H", "H", "H", "H", "H", "C", "C", "C", "O", "C", "O", "O", "H", "H", "H", "H", "H", "H", "C", "C", "C", "O", "C", "O", "O", "H", "H", "H", "H", "H", "H", "C", "C", "C", "O", "C", "O", "O", "H", "H", "H", "H", "H", "H", "C", "O", "C", "O", "O", "C", "H", "H", "H", "H", "H", "H", "C", "O", "C", "O", "O", "C", "H", "H", "H", "H", "H", "H", "C", "O", "C", "O", "O", "C", "H", "H", "H", "H", "H", "H", "C", "O", "C", "O", "O", "C", "H", "H", "H", "H", "H", "H", "C", "O", "C", "O", "O", "C", "H", "H", "H", "H", "H", "H", "C", "O", "C", "O", "O", "C", "H", "H", "H", "H", "H", "H"],
  "coordinates": [[1.632, -5.331, 1.938], [2.430, -4.427, 1.001], [3.441, -5.095, 0.001], [3.084, -4.582, -1.295], [1.973, -3.952, -1.156], [1.401, -3.448, -2.127], [1.555, -3.780, 0.118], [2.090, -6.025, 2.543], [0.996, -6.004, 1.389], [0.963, -4.661, 2.655], [2.865, -3.568, 1.535], [3.326, -6.178, 0.009], [4.522, -4.850, 0.208], [-1.555, 4.886, -4.351], [-2.735, 4.184, -3.634], [-3.815, 3.550, -4.530], [-3.758, 2.070, -4.378], [-2.863, 1.840, -3.477], [-2.583, 0.715, -3.100], [-2.253, 2.940, -3.021], [-1.818, 5.834, -4.805], [-1.235, 4.363, -5.204], [-0.681, 5.106, -3.734], [-3.151, 4.831, -2.936], [-3.448, 3.833, -5.525], [-4.796, 3.909, -4.239], [-1.264, 1.215, -0.108], [-0.726, -0.151, -0.466], [0.843, -0.127, -0.596], [1.096, -0.574, 0.719], [0.128, -1.210, 1.251], [0.234, -1.852, 2.288], [-0.981, -1.067, 0.593], [-1.203, 1.895, -0.949], [-0.845, 1.584, 0.837], [-2.376, 1.270, 0.124], [-1.419, -0.642, -1.226], [1.202, 0.841, -0.733], [1.160, -0.753, -1.422], [3.872, 5.012, -0.881], [3.100, 4.755, -2.105], [3.812, 3.838, -3.140], [2.829, 2.915, -3.476], [1.718, 3.166, -2.781], [0.677, 2.497, -2.960], [1.835, 4.181, -1.951], [3.201, 5.631, -0.363], [4.609, 5.800, -1.061], [4.307, 4.128, -0.316], [2.887, 5.719, -2.623], [4.791, 3.488, -2.781], [3.905, 4.366, -4.034], [-0.705, 4.841, -0.158], [0.514, 5.255, 0.452], [1.215, 4.534, 1.262], [0.793, 3.194, 1.563], [2.211, 5.127, 1.853], [3.001, 4.657, 2.953], [-0.514, 3.922, -0.699], [-1.129, 5.631, -0.760], [-1.421, 4.676, 0.653], [2.429, 4.040, 3.677], [3.440, 5.457, 3.545], [3.844, 4.064, 2.672], [-2.331, -4.053, 0.332], [-2.776, -3.662, -0.965], [-3.510, -2.499, -0.964], [-3.734, -1.800, 0.253], [-3.800, -2.023, -2.268], [-4.834, -1.071, -2.434], [-1.843, -5.057, 0.404], [-3.220, -4.140, 0.932], [-1.609, -3.278, 0.694], [-4.649, -0.317, -3.009], [-5.047, -0.444, -1.560], [-5.776, -1.532, -2.741], [-1.486, -2.465, -4.042], [-0.517, -3.168, -4.804], [-0.695, -4.453, -5.096], [-1.982, -5.016, -5.375], [0.418, -5.210, -5.321], [0.256, -6.521, -5.902], [-2.465, -2.656, -4.427], [-1.344, -1.383, -4.094], [-1.515, -2.768, -2.955], [1.287, -6.750, -6.187], [-0.406, -6.585, -6.782], [-0.202, -7.248, -5.205], [-3.096, -1.983, 3.045], [-3.814, -0.792, 3.359], [-3.159, 0.406, 3.147], [-1.743, 0.555, 2.996], [-3.885, 1.523, 3.151], [-3.305, 2.818, 3.007], [-2.490, -2.457, 3.851], [-2.488, -1.790, 2.210], [-3.832, -2.753, 2.646], [-2.845, 3.101, 3.929], [-4.106, 3.538, 2.709], [-2.650, 2.857, 2.177], [-1.791, 0.486, 6.210], [-1.664, -0.896, 6.066], [-0.432, -1.399, 5.565], [0.673, -0.574, 5.331], [-0.456, -2.706, 5.595], [0.700, -3.476, 5.423], [-1.921, 0.876, 7.177], [-2.670, 0.755, 5.715], [-0.875, 1.013, 5.791], [1.033, -3.531, 4.325], [0.475, -4.324, 5.943], [1.496, -2.949, 6.064], [3.758, -1.949, 3.465], [4.205, -1.496, 2.157], [4.025, -0.238, 1.904], [3.427, 0.680, 2.761], [4.474, 0.191, 0.659], [4.300, 1.542, 0.354], [4.281, -1.347, 4.235], [4.074, -2.875, 3.702], [2.705, -1.983, 3.469], [3.282, 1.682, 0.012], [4.859, 1.814, -0.554], [4.581, 2.299, 1.181]]
}

The records above yield relative energy (zero: lowest compared OMol25 entry of this formula, charge and spin) values of 0.0 23.1 26.1 0.0 22.7 295.7 kcal/mol, respectively.